# C3H4NO

A gas-phase ion, C3H4NO (charge +1) at a distorted geometry (ωB97M-V/def2-TZVPD, OMol25).

```
9
Properties=species:S:1:pos:R:3:forces:R:3
C -1.134236 -0.837034 1.451518 0.501 1.096 -0.655
C 0.791072 -0.193836 -1.127886 0.173 0.743 -0.135
C 0.176319 0.801553 -0.115927 -0.798 -1.185 0.790
N -0.615389 -0.022442 0.848112 0.322 0.094 -0.367
O 0.626630 -1.364265 -1.083868 -0.159 -0.425 0.156
H -1.670787 -1.529178 2.059689 -0.153 -0.368 0.211
H 1.394074 0.326498 -1.885397 0.078 -0.053 -0.112
H 0.943214 1.321801 0.453132 -0.006 0.089 0.031
H -0.510897 1.496903 -0.599374 0.042 0.009 0.081
```
Positions in Å, forces in eV/Å.

## Properties
**HOMO**: -15.41 eV
**Total charge**: +1
**Calculated total energy**: -6703.9099 eV
**Energy above the lowest of the compared OMol25 structures with the same formula, charge and spin**: 73.4 kJ/mol
**Kohn-Sham gap**: 10.627 eV
**SMILES string**: C#[N+]CC=O
**LUMO**: -4.78 eV